(1)
This record from OMol25 describes a gas-phase ion, C4H2IN2 (charge +1) at a distorted geometry. The level of theory is ωB97M-V/def2-TZVPD.

The HOMO energy (alpha / beta) comes out at -12.98 / -13.93 eV. The calculation puts the frontier orbital gap (alpha / beta) at 6.5 / 7.7 eV. As for the charge: +1.

Element x y z (Å)
I1 2.82194 -0.19013 -0.06195
N1 -1.23387 1.08377 -0.42957
N2 -1.12680 -1.12781 -0.18163
C1 -0.15106 -1.73408 -0.02891
C2 -0.04257 1.34734 0.22821
C3 -1.75263 -0.04302 -0.54852
C4 1.08237 0.68735 0.10893
H1 0.71632 -2.24061 0.15559
H2 -0.31370 2.21719 0.75786



(2)
This record from OMol25 describes C4H10N2O in the gas phase at a distorted geometry. The level of theory is ωB97M-V/def2-TZVPD.

The HOMO energy comes out at -9.33 eV. As for the SMILES: CCCNC(N)=O. The calculation puts the frontier orbital gap at 10.2 eV.

Element x y z (Å)
O1 2.67010 -1.60459 0.35087
N1 0.46799 -1.47920 -0.47716
N2 2.10213 -0.12289 -1.35663
C1 -0.65309 -0.45434 -0.43323
C2 -1.66185 1.51875 0.88368
C3 1.82391 -1.11585 -0.39048
C4 -0.88861 0.13697 1.02738
H1 -1.19512 2.28998 0.06216
H2 0.38171 -2.41742 -0.09124
H3 -0.32046 0.38640 -1.14515
H4 1.38107 0.58826 -1.81639
H5 -1.53577 -0.90811 -0.94929
H6 -1.40169 -0.61707 1.72753
H7 -2.65701 1.34462 0.49667
H8 3.05755 0.23451 -1.23402
H9 -1.72299 2.00332 1.86420
H10 0.15212 0.21667 1.48110



(3)
This record from OMol25 describes 10 unconnected molecules or ions with the total composition C38H49NO30S. The level of theory is ωB97M-V/def2-TZVPD.

The HOMO energy comes out at -8.15 eV. As for the SMILES: CCSCC1=C(N)C(=O)C=C(CC=O)C1=O.O=C1OCCO1.O=C1OCCO1.O=C1OCCO1.O=C1OCCO1.O=C1OCCO1.O=C1OCCO1.O=C1OCCO1.O=C1OCCO1.O=C1OCCO1. The calculation puts the frontier orbital gap at 7.2 eV.

Element x y z (Å)
S1 3.26984 2.05516 -1.08067
O1 0.21271 -4.65683 -0.25523
O2 1.87169 -2.67598 7.14374
O3 -8.83876 7.45743 -7.39699
O4 -1.27000 -7.97934 0.89657
O5 -7.87583 6.66770 -5.51772
O6 -3.00796 0.87331 0.41557
O7 -3.33168 -7.08357 0.80922
O8 0.61623 0.39030 4.25317
O9 7.64807 -5.65153 -3.28576
O10 -2.23679 -7.49428 -1.07525
O11 6.99906 4.37317 -0.61630
O12 6.70412 6.49773 0.08057
O13 6.92124 -5.03596 -1.24270
O14 -7.50613 0.87300 -5.99551
O15 -1.04905 -4.35638 1.54441
O16 -4.46290 2.48360 -0.18106
O17 -3.69929 1.07714 -1.71760
O18 1.56907 -1.43206 8.95606
O19 -6.20594 2.42265 -5.00584
O20 5.45327 -5.34046 -2.88032
O21 -1.77970 -3.62530 -0.45549
O22 5.87160 5.85957 -1.87545
O23 -5.37764 0.41663 -5.57783
O24 -1.21877 5.69184 0.22199
O25 3.64109 -2.88223 3.87407
O26 -6.89530 6.31873 -7.47937
O27 3.92068 -3.40104 1.71099
O28 1.12582 3.64846 0.61863
O29 3.59743 -1.49579 7.97623
O30 4.93637 -1.60597 2.61187
N1 1.63265 -0.87004 2.02489
C1 5.31271 7.15226 -1.62381
C2 -1.58292 3.72996 1.54951
C3 -4.73281 1.82997 -2.36892
C4 0.56742 -3.01443 7.62778
C5 4.67704 -5.18880 -1.68822
C6 -7.95941 6.87452 -6.85207
C7 0.36426 0.85615 3.16466
C8 1.12255 0.41972 1.94717
C9 -5.94225 5.91034 -6.49371
C10 6.57300 5.46919 -0.78835
C11 1.02511 -5.06894 0.85732
C12 4.29814 -1.98585 4.79044
C13 -7.23699 -0.36358 -6.67364
C14 -6.35387 1.33934 -5.48507
C15 -4.07518 -6.41800 -0.22108
C16 0.69463 2.62262 1.09207
C17 1.33081 1.29211 0.93816
C18 5.67198 -4.54794 -0.73611
C19 -0.94635 -4.15311 0.21336
C20 6.24776 7.69598 -0.55476
C21 4.78465 -0.89626 3.85388
C22 2.12332 0.89682 -0.28196
C23 -0.69729 1.85530 2.93380
C24 -3.55580 -7.10502 -1.47455
C25 -0.01375 -5.27539 1.94509
C26 6.76509 -5.36961 -2.54254
C27 -6.81430 5.74045 -5.26217
C28 4.14759 -2.68491 2.64733
C29 -4.88081 3.02483 -1.44119
C30 -5.96081 -0.82826 -5.98836
C31 4.81198 1.73727 1.26389
C32 -2.19851 -7.57374 0.26860
C33 0.25957 -1.84270 8.54703
C34 2.45888 -1.83585 8.02716
C35 -0.55754 2.70427 1.92380
C36 -1.05725 5.11668 1.25754
C37 4.13991 2.74310 0.33532
C38 -3.66531 1.41462 -0.41656
H1 -5.13802 -6.55583 -0.04583
H2 -5.26872 -1.35452 -6.63819
H3 -8.08130 -1.03438 -6.54906
H4 5.62664 1.18332 0.79475
H5 3.80413 -4.57603 -1.89506
H6 1.73429 -4.27748 1.10269
H7 3.59976 -1.63668 5.54099
H8 7.10844 8.21377 -0.98072
H9 -0.55106 5.61945 2.10525
H10 -0.11560 -3.11468 6.78944
H11 -0.21375 -1.01426 8.01863
H12 -4.20661 3.84062 -1.70669
H13 4.07308 1.05105 1.68335
H14 5.30524 7.72926 -2.54379
H15 -2.29725 3.79787 2.37825
H16 -1.56329 1.84631 3.58766
H17 3.46767 3.38632 0.91015
H18 4.03278 -0.12050 3.71161
H19 5.72991 -0.44484 4.13957
H20 4.35957 -6.17772 -1.35201
H21 -5.63572 1.21860 -2.40224
H22 0.33899 -5.02423 2.94125
H23 1.67622 -1.34472 1.13078
H24 1.56506 -5.97336 0.59257
H25 -5.20196 6.70336 -6.37520
H26 4.29217 7.02523 -1.25986
H27 -7.08813 -0.14960 -7.73219
H28 5.22627 2.28238 2.12112
H29 -4.12240 -8.00364 -1.72285
H30 0.63266 -3.96041 8.16696
H31 -2.12038 3.39692 0.65533
H32 -4.42550 2.09048 -3.37678
H33 -0.32690 -2.10575 9.42221
H34 1.42671 0.61516 -1.08101
H35 5.11055 -2.52571 5.27678
H36 -5.45202 4.99502 -6.81236
H37 -0.44446 -6.27075 1.91524
H38 5.66571 -3.45971 -0.80156
H39 1.11233 -1.44852 2.67605
H40 4.89467 3.39811 -0.10619
H41 5.76241 8.33269 0.17903
H42 -3.82538 -5.35632 -0.19450
H43 -7.22783 4.73489 -5.18967
H44 2.69935 0.00118 -0.03305
H45 -6.15750 -1.42597 -5.09774
H46 -6.31791 6.00053 -4.33130
H47 5.54414 -4.84373 0.29952
H48 -5.89629 3.40061 -1.35811
H49 -3.49118 -6.45646 -2.34289



(4)
This record from OMol25 describes a gas-phase ion, CH4BN4O2 (charge +1) at a distorted geometry. The level of theory is ωB97M-V/def2-TZVPD.

The HOMO energy comes out at -16.37 eV. As for the SMILES: OB(O)c1nn[nH][nH+]1. The calculation puts the frontier orbital gap at 11.1 eV. As for the charge: +1.

Element x y z (Å)
O1 0.69239 -1.92755 1.64403
O2 -1.51180 -1.25920 1.23775
N1 0.25261 1.72706 -1.18094
N2 -0.23328 1.12180 -0.09292
N3 0.98885 -0.22510 -1.27036
N4 0.96712 0.94910 -1.85672
C1 0.24461 -0.11025 -0.17542
B1 -0.17372 -1.17558 0.96839
H1 -1.95919 -1.22377 0.37621
H2 1.50857 -2.10215 1.14962
H3 0.06621 2.70036 -1.41355
H4 -0.84238 1.52526 0.61390



(5)
This record from OMol25 describes 2 unconnected molecules or ions with the total composition C4H12N2O at a distorted geometry. The level of theory is ωB97M-V/def2-TZVPD.

The HOMO energy comes out at -8.30 eV. As for the SMILES: C[NH+](C)[O-].C=NC. The calculation puts the frontier orbital gap at 9.0 eV.

Element x y z (Å)
O1 0.18599 0.16579 -0.65594
N1 -1.17155 0.20421 -0.75272
N2 2.23406 -0.34913 1.68209
C1 -1.73997 1.39182 -0.05058
C2 1.44652 -0.88297 2.48988
C3 -1.80449 0.03987 -2.12206
C4 2.86792 -0.74987 0.50964
H1 -2.26399 0.96892 -2.51292
H2 2.54598 0.05815 -0.12709
H3 -2.87270 1.53389 -0.44363
H4 4.00219 -0.55185 0.68818
H5 2.68610 -1.66494 -0.16153
H6 -1.72574 1.30371 1.03792
H7 -1.07792 -0.31549 -2.83218
H8 1.04451 -1.93199 2.61564
H9 -1.27176 2.27215 -0.35925
H10 -1.46074 -0.54656 -0.12518
H11 -2.53657 -0.75157 -2.00134
H12 0.91217 -0.19414 3.12105



(6)
This record from OMol25 describes a molecular structure, C28H36N5ORuS4Te at a distorted geometry. The level of theory is ωB97M-V/def2-TZVPD.

Its expectation value of S² is 6.0145. Its multiplicity is 5. The HOMO energy (alpha / beta) comes out at -3.63 / -4.39 eV. The calculation puts the frontier orbital gap (alpha / beta) at 6.1 / 6.9 eV. As for the charge: -1.

Element x y z (Å)
Te1 0.84562 -0.45781 -3.47233
Ru1 0.32204 -0.29402 -0.74161
S1 -0.78056 -2.49706 -0.44567
S2 2.82696 -1.63519 -0.69612
S3 5.16333 -0.39886 0.82170
S4 6.33821 0.52305 3.41380
O1 0.09667 -0.77952 1.71864
N1 -0.02006 -2.08119 2.04953
N2 3.91870 -0.73194 2.96197
N3 3.02476 -1.25103 2.03243
N4 -1.84475 1.21545 -0.28372
N5 1.04708 1.91437 -0.05197
C1 -3.51068 0.78395 -5.23719
C2 2.71563 -2.12332 6.17949
C3 -1.38050 2.40872 0.45671
C4 -0.96867 -4.21118 1.67849
C5 -2.01069 -0.99242 -4.40435
C6 -4.85210 1.21664 -5.81143
C7 -0.58098 -2.93416 1.19126
C8 1.53711 1.83952 1.31502
C9 3.48878 -1.14300 0.81886
C10 0.20268 -2.38665 3.32443
C11 3.50585 -0.79155 4.32640
C12 3.24322 -2.02708 4.85771
C13 -1.22488 1.27487 -4.77446
C14 -0.10714 -3.61179 3.82895
C15 -2.51178 1.69466 -5.19312
C16 -3.26527 -0.55880 -4.89951
C17 -0.75753 -4.52978 2.98591
C18 -2.32148 1.67512 -1.62289
C19 -0.18477 2.36067 -4.72949
C20 2.68749 -1.01434 6.94019
C21 -1.01982 0.00441 -4.31193
C22 -1.76906 -2.39792 -4.10691
C23 -0.02581 2.93393 -0.11813
C24 -2.90900 0.50063 0.43059
C25 2.99092 0.24421 6.38894
C26 5.12020 -0.21219 2.53868
C27 2.02658 2.32511 -1.04221
C28 3.35290 0.36357 5.05891
H1 2.93687 1.08719 7.08097
H2 -4.87014 2.27109 -5.97075
H3 0.82828 -1.59524 3.81602
H4 -0.94191 -2.51547 -3.44473
H5 -0.62446 3.21088 -5.22074
H6 2.87106 1.57864 -1.11014
H7 -2.77270 2.71405 -5.44940
H8 -2.54877 0.21760 1.40414
H9 2.35120 -1.05877 8.00345
H10 2.36533 -3.10064 6.57352
H11 0.08705 2.54044 -3.72529
H12 2.49843 3.30146 -0.74736
H13 -3.13608 -0.39130 -0.16284
H14 -3.86920 1.09444 0.53990
H15 -2.79377 0.84886 -2.24244
H16 -0.90918 -5.55691 3.30832
H17 -1.54312 -4.89253 1.06190
H18 0.75152 1.45751 1.92901
H19 -1.46739 2.09695 -2.20424
H20 -4.09012 -1.27848 -4.95518
H21 -5.70475 1.05749 -5.21690
H22 1.60256 2.31149 -2.04368
H23 -3.07501 2.44053 -1.45585
H24 0.29127 3.92255 0.30008
H25 1.82280 2.85812 1.66069
H26 3.57236 1.33534 4.62993
H27 -2.60279 -3.00181 -3.74554
H28 -1.52994 -2.88877 -5.02834
H29 3.44603 -2.89577 4.28730
H30 -1.26833 2.17383 1.51219
H31 -0.21531 3.13686 -1.22906
H32 0.26723 -3.88638 4.79898
H33 2.35230 1.13586 1.42497
H34 -5.10244 0.72059 -6.77852
H35 0.72742 2.08788 -5.28148
H36 -2.11548 3.24429 0.30554



Table of ΔE to the lowest compared entry with this formula, charge and spin (kcal/mol), in record order: 105.8 34.6 0.0 0.0 137.2 10.1
Table of electronic energy (eV), in record order: -15245.4419 -9337.4869 -113951.1397 -11827.0935 -9365.2452 -92333.3791